{
  "formula": "C21H34As2N4Ru",
  "method": "wB97M-V/def2-TZVPD",
  "multiplicity": 2,
  "s_squared": 0.867,
  "e_above_lowest_kcal_mol": 64.78,
  "orbital_gap_ev": [6.52, 6.86],
  "e_homo_ha": [-0.649, -0.648],
  "fmax_ev_per_a": 3.69,
  "e_lumo_ev": [-11.134, -10.769],
  "charge": 3,
  "energy_ev": -152521.553,
  "species": ["Ru", "C", "C", "N", "C", "C", "C", "C", "C", "C", "C", "N", "C", "C", "N", "N", "H", "H", "H", "H", "H", "H", "H", "H", "H", "H", "H", "H", "H", "H", "H", "H", "H", "H", "C", "As", "C", "C", "C", "C", "C", "C", "C", "As", "C", "C", "H", "H", "H", "H", "H", "H", "H", "H", "H", "H", "H", "H", "H", "H", "H", "H"],
  "positions_angstrom": [[0.60859, 0.32787, -0.24933], [2.20019, 2.29397, -2.03113], [3.35099, 1.31197, -1.77583], [3.01889, 0.35947, -0.70733], [3.60339, -0.98963, -0.82153], [2.56239, -2.07933, -0.96993], [2.90289, -3.42723, -1.03273], [1.90329, -4.36163, -1.26553], [0.59199, -3.93553, -1.46333], [0.32569, -2.57633, -1.37183], [-1.04301, -1.96693, -1.57993], [-0.96261, -0.53253, -1.89263], [-0.51731, -0.13833, -3.24803], [0.86619, 0.53737, -3.24833], [0.91799, 1.60787, -2.24503], [1.29169, -1.69953, -1.09233], [2.47159, 2.92587, -2.88763], [2.06329, 2.95977, -1.16133], [4.24009, 1.89717, -1.51603], [3.57709, 0.77117, -2.69583], [3.30349, 0.76577, 0.18957], [4.22439, -1.20553, 0.05447], [4.26629, -1.05773, -1.69373], [3.93259, -3.72583, -0.91153], [2.15229, -5.41163, -1.32513], [-0.19451, -4.64233, -1.68743], [-1.62191, -2.07953, -0.64953], [-1.57661, -2.51953, -2.36273], [-1.89391, -0.14823, -1.73333], [-1.25121, 0.55557, -3.66633], [-0.46131, -1.00953, -3.90753], [1.06929, 0.92417, -4.25593], [1.62189, -0.21273, -3.01123], [0.20999, 2.30987, -2.48263], [0.81049, 1.14087, 3.86067], [0.32559, 0.04267, 2.30827], [0.83669, -1.74663, 2.92447], [-1.63761, 0.04207, 2.45547], [-2.23881, -0.67183, 3.48757], [-3.61841, -0.66423, 3.63407], [-4.40621, 0.06447, 2.75967], [-3.82391, 0.75457, 1.70997], [-2.43761, 0.77337, 1.57567], [-1.63591, 2.01697, 0.27007], [-1.60611, 3.65947, 1.35287], [-3.13001, 2.45187, -0.93433], [0.35259, 0.70207, 4.75277], [0.46109, 2.16877, 3.74767], [1.89559, 1.15917, 3.99707], [0.46619, -1.91993, 3.93717], [1.92499, -1.84653, 2.94747], [0.42839, -2.50893, 2.25707], [-1.63341, -1.23633, 4.18527], [-4.07391, -1.23953, 4.42747], [-5.47821, 0.11407, 2.88997], [-4.45121, 1.30437, 1.02027], [-2.56571, 3.76817, 1.86847], [-1.47021, 4.52187, 0.69507], [-0.80041, 3.64487, 2.08907], [-3.83731, 3.11327, -0.42743], [-3.66021, 1.56587, -1.29033], [-2.75031, 2.99657, -1.80263]]
}

***

{
  "formula": "C21H34ClNaO25",
  "method": "wB97M-V/def2-TZVPD",
  "e_above_lowest_kcal_mol": 9.81,
  "orbital_gap_ev": 8.18,
  "e_homo_ha": -0.380,
  "fmax_ev_per_a": 2.86,
  "e_lumo_ev": -2.159,
  "charge": 0,
  "energy_ev": -90447.887,
  "species": ["Na", "Cl", "O", "O", "O", "O", "C", "C", "O", "C", "O", "O", "H", "H", "H", "H", "C", "C", "O", "C", "O", "O", "H", "H", "H", "H", "C", "C", "O", "C", "O", "O", "H", "H", "H", "H", "C", "C", "O", "C", "O", "O", "H", "H", "H", "H", "C", "O", "C", "O", "O", "C", "H", "H", "H", "H", "H", "H", "C", "O", "C", "O", "O", "C", "H", "H", "H", "H", "H", "H", "C", "O", "C", "O", "O", "C", "H", "H", "H", "H", "H", "H"],
  "positions_angstrom": [[-2.22308, 4.28427, -1.84776], [-1.15673, 0.71323, -0.49317], [-1.05841, -0.65164, -0.96497], [0.14563, 1.36384, -0.33723], [-1.87195, 1.42620, -1.48908], [-1.85941, 0.72924, 0.76879], [-1.73980, 0.57172, 4.71080], [-0.51325, 1.23566, 4.13874], [0.56005, 0.56775, 4.83548], [0.06064, -0.53533, 5.44457], [0.68711, -1.39779, 5.96898], [-1.27420, -0.62279, 5.28097], [-2.50017, 0.42140, 3.94478], [-2.17465, 1.26285, 5.44223], [-0.42678, 2.29345, 4.38068], [-0.45601, 1.14071, 3.05142], [2.11926, -1.75435, 0.88114], [1.36584, -1.43441, 2.18373], [0.67216, -2.66796, 2.40449], [1.23374, -3.64793, 1.71441], [0.96260, -4.80918, 1.82036], [2.19682, -3.15905, 0.90633], [3.08763, -1.25925, 0.98421], [1.61975, -1.34953, -0.00180], [0.64573, -0.63041, 2.03834], [2.00962, -1.26158, 3.04752], [0.21176, -3.17492, -3.27613], [0.64112, -3.51259, -1.88588], [0.62508, -4.92814, -1.83483], [0.54642, -5.43609, -3.09874], [0.62713, -6.58614, -3.37692], [0.38213, -4.41694, -3.96550], [0.86583, -2.44572, -3.74817], [-0.84515, -2.90793, -3.32387], [-0.04283, -3.07107, -1.16172], [1.66512, -3.19233, -1.68175], [-4.92810, -1.06313, -1.68785], [-5.24508, -2.51778, -1.34828], [-6.64759, -2.49005, -1.08589], [-7.05823, -1.21099, -0.90782], [-8.12683, -0.87674, -0.52833], [-6.06404, -0.34813, -1.23584], [-4.83102, -0.91851, -2.76420], [-4.02521, -0.73853, -1.17298], [-4.69948, -2.87054, -0.47541], [-4.99711, -3.14294, -2.20306], [4.31672, 0.94215, -5.28359], [3.12482, 0.24742, -5.59662], [2.04400, 0.60588, -4.90637], [1.98412, 1.47175, -4.08444], [1.05691, -0.16472, -5.31984], [-0.22545, 0.07942, -4.78948], [4.11866, 1.89028, -4.77982], [4.89250, 1.25257, -6.15450], [4.94885, 0.35350, -4.62139], [-0.75073, 0.91302, -5.26021], [-0.22119, 0.28826, -3.71758], [-0.84190, -0.80721, -4.91997], [5.78901, -0.85498, 1.65355], [5.00037, 0.09127, 2.37435], [4.11026, 0.78247, 1.70242], [3.93725, 0.71794, 0.51012], [3.50463, 1.63560, 2.51789], [2.42053, 2.39518, 2.02112], [6.41038, -0.30432, 0.94476], [5.15718, -1.49116, 1.03170], [6.33379, -1.41660, 2.40120], [1.84042, 1.86686, 1.26818], [2.74056, 3.39813, 1.72238], [1.82836, 2.63871, 2.90752], [0.23113, 5.11733, 1.11202], [-0.61794, 4.40571, 2.03002], [-1.82746, 4.08774, 1.65386], [-2.41993, 4.46344, 0.66250], [-2.33136, 3.30246, 2.57172], [-3.69897, 2.96121, 2.45371], [0.33747, 4.39504, 0.29821], [1.22479, 5.31399, 1.49208], [-0.29958, 6.00001, 0.76594], [-4.03275, 2.44310, 3.35133], [-3.89669, 2.19726, 1.69642], [-4.35481, 3.80137, 2.24008]]
}